This record from OMol25 describes a structure of composition C30H49As4ClErO6S at a distorted geometry. The level of theory is wB97M-V/def2-TZVPD.

Results
total energy = -12440.2803 Ha
spin multiplicity = 4
Kohn-Sham gap (spin up / spin down) = 6.67 / 6.70 eV
total charge = +1
E_HOMO (spin up / spin down) = -0.3577 / -0.3578 Eh

The geometry in XYZ format:
```
92
Properties=species:S:1:pos:R:3:forces:R:3:mulliken_spin:R:1
Er -22.341 -1.779 3.885 0.293 -1.888 -0.914 3.04
C -26.515 -0.641 3.819 -0.594 -0.023 -0.209 0.00
As -25.091 -0.698 2.378 -2.364 0.554 1.873 0.00
C -24.803 1.239 1.911 -0.610 -0.594 0.574 0.00
C -26.513 -1.287 1.090 0.196 -1.262 -1.161 0.00
C -26.068 -1.751 -0.351 0.145 0.285 -0.950 0.00
C -27.181 -2.723 -0.884 -0.472 1.277 -0.712 0.00
C -24.731 -2.518 -0.376 -0.648 -0.916 1.906 0.00
As -23.172 -1.879 0.736 1.395 -1.288 -2.262 -0.01
C -22.382 -0.612 -0.550 -0.350 -0.676 -0.863 0.00
C -22.153 -3.507 0.269 -0.281 0.151 0.163 0.00
C -25.872 -0.510 -1.298 -1.655 -0.060 -0.092 0.00
As -25.618 -0.594 -3.296 -0.217 -0.556 -0.103 0.00
C -25.312 1.325 -3.457 -0.822 0.447 -0.176 0.00
C -27.520 -0.650 -3.904 0.580 -0.926 0.983 0.00
H -27.213 0.196 3.787 0.038 0.203 -0.327 0.00
H -26.052 -0.585 4.789 0.359 -0.071 0.413 0.00
H -27.161 -1.553 3.791 0.783 0.511 -0.146 0.00
H -25.224 1.519 0.947 -0.320 -0.151 0.104 0.00
H -23.745 1.512 1.865 -0.186 -0.099 0.470 0.00
H -25.376 1.684 2.755 0.728 0.294 -0.760 0.00
H -27.256 -0.497 0.974 0.240 0.330 0.179 0.00
H -27.105 -2.127 1.546 0.947 0.623 -0.033 0.00
H -27.332 -3.502 -0.141 -0.030 -0.327 -0.231 0.00
H -27.007 -3.128 -1.914 0.358 0.122 0.998 0.00
H -28.149 -2.171 -1.011 0.690 -0.314 0.383 0.00
H -24.373 -2.654 -1.394 0.168 0.061 -0.024 0.00
H -24.874 -3.539 0.080 0.004 0.786 -0.552 0.00
H -22.979 -0.512 -1.505 0.651 -0.085 1.209 0.00
H -21.424 -1.078 -0.793 0.065 0.381 -0.055 0.00
H -22.241 0.325 -0.042 0.141 0.523 -0.153 0.00
H -22.097 -3.610 -0.814 -0.015 -0.063 0.006 0.00
H -22.690 -4.356 0.719 0.354 0.233 -0.190 0.00
H -21.164 -3.422 0.713 0.021 -0.141 -0.071 0.00
H -24.981 0.017 -1.030 0.492 0.500 0.488 0.00
H -26.733 0.193 -1.229 0.453 -0.342 0.339 0.00
H -24.337 1.549 -3.040 0.077 0.217 0.248 0.00
H -26.134 1.945 -2.991 0.972 -0.614 -0.486 0.00
H -25.240 1.527 -4.537 -0.182 0.091 0.404 0.00
H -27.745 -1.703 -4.053 -0.030 -0.144 -0.167 0.00
H -27.756 -0.134 -4.819 0.148 0.441 -0.118 0.00
H -28.120 -0.355 -3.051 -0.338 0.482 -0.106 0.00
C -23.391 -4.216 8.083 -0.071 0.041 0.424 0.00
As -24.200 -2.888 6.900 -0.139 0.464 1.704 0.00
C -26.138 -3.285 6.865 0.790 0.390 -1.200 0.00
C -23.941 -1.095 7.743 0.934 -0.441 -0.444 0.00
O -23.473 -2.905 5.390 -0.006 0.413 -0.698 0.00
H -22.297 -4.261 7.977 -0.425 0.017 -0.339 0.00
H -23.846 -5.222 7.963 0.315 0.723 -0.097 0.00
H -23.571 -3.858 9.116 -0.134 -0.211 -0.516 0.00
H -26.445 -3.720 7.807 -0.001 0.092 0.239 0.00
H -26.287 -4.013 6.054 0.023 0.180 0.303 0.00
H -26.685 -2.361 6.608 0.222 -0.456 0.300 0.00
H -23.791 -1.159 8.823 0.047 -0.367 -0.129 0.00
H -24.815 -0.493 7.597 -0.603 0.236 -0.306 0.00
H -23.066 -0.570 7.288 -0.666 -0.660 0.268 0.00
C -19.422 0.014 9.677 0.593 0.269 -0.167 0.00
C -18.339 -0.600 8.831 0.260 -1.519 -1.253 0.00
C -17.508 -1.633 9.350 0.101 0.467 -1.095 0.00
C -16.464 -2.158 8.576 0.309 1.190 -1.009 0.00
Cl -15.454 -3.494 9.154 -0.571 0.854 -0.201 0.00
C -16.175 -1.554 7.316 -0.418 -1.564 0.865 0.00
C -17.142 -0.740 6.707 0.531 -0.140 -0.293 0.00
C -18.261 -0.326 7.411 0.220 0.055 1.728 0.00
O -19.287 0.470 6.949 -0.612 0.226 -0.988 0.00
C -19.595 0.797 5.551 0.033 0.682 2.220 0.00
C -20.676 -0.101 4.930 1.552 1.025 0.938 0.00
O -20.351 -0.617 3.849 -0.777 -0.335 -1.105 -0.01
O -21.831 -0.285 5.450 0.262 0.187 0.006 0.00
H -20.365 -0.540 9.575 0.155 0.221 0.284 0.00
H -19.559 1.040 9.344 -0.343 0.040 -0.083 0.00
H -19.063 0.100 10.709 -0.398 -0.402 -0.095 0.00
H -17.668 -2.068 10.326 -0.123 0.310 0.189 0.00
H -15.265 -1.892 6.795 -0.687 0.319 0.102 0.00
H -16.980 -0.467 5.660 -0.135 0.046 0.388 0.00
H -18.701 0.887 4.929 -0.232 -0.440 -0.022 0.00
H -20.026 1.818 5.663 0.175 -0.627 -0.286 0.00
O -14.575 -3.197 -0.006 -0.533 0.500 1.048 0.00
C -15.393 -4.250 0.278 0.771 -1.663 -0.143 0.00
O -15.071 -5.354 -0.122 -0.430 1.485 0.155 0.00
C -16.652 -4.075 1.085 0.494 -0.531 -0.383 0.00
C -17.445 -5.237 1.228 0.380 -0.150 -0.125 0.00
C -18.619 -5.206 1.917 -1.746 1.563 0.567 0.00
C -19.091 -3.946 2.463 1.084 -1.022 -0.013 0.00
S -20.518 -3.868 3.484 -1.513 0.085 0.387 -0.01
C -18.229 -2.864 2.412 0.158 0.788 -0.270 0.00
C -17.020 -2.902 1.712 -0.007 -0.481 0.449 0.00
H -14.699 -2.467 0.645 -0.078 -0.669 -0.800 0.00
H -17.120 -6.208 0.848 0.161 0.591 -0.162 0.00
H -19.262 -6.086 2.004 0.336 0.268 0.078 0.00
H -18.511 -1.949 2.920 0.018 -0.107 0.002 0.00
H -16.300 -2.087 1.816 -0.459 0.084 -0.308 0.00
```
Positions in Å, forces in eV/Å.

***

This record from OMol25 describes a cluster of 9 separate species, C37H89N3O9 in total at a distorted geometry. The level of theory is wB97M-V/def2-TZVPD.

Results
total energy = -2304.3351 Ha
Kohn-Sham gap = 8.35 eV
E_HOMO = -0.2954 Eh
ΔE to the lowest compared entry with this formula, charge and spin = 0.0 kJ/mol

The geometry in XYZ format:
```
138
Properties=species:S:1:pos:R:3:forces:R:3:lowdin_charge:R:1
C 1.848 3.804 -3.420 -0.284 -0.791 -1.570 -0.03
C 0.319 3.601 -3.436 0.402 0.016 0.490 -0.50
C -0.116 2.763 -4.646 -0.900 0.315 0.296 -0.01
C -0.051 2.913 -2.109 -0.478 -0.512 0.650 -0.12
C -1.518 3.034 -1.741 -0.966 1.246 -0.015 -0.16
C -1.915 4.518 -1.714 -0.957 -1.500 -0.579 -0.15
C -1.649 5.220 -3.051 0.074 1.418 0.788 -0.52
C -2.686 4.949 -4.133 -0.288 -1.293 -0.388 -0.03
C -1.752 6.721 -2.689 0.572 0.448 -0.422 -0.04
N -0.276 4.941 -3.427 0.370 0.130 1.369 -0.12
O 0.197 5.796 -4.438 -0.242 -0.263 -0.550 -0.01
H 2.315 2.822 -3.547 0.061 0.000 0.376 0.07
H 2.082 4.310 -4.360 0.310 0.270 0.255 0.08
H 2.269 4.316 -2.561 -0.265 0.127 0.107 0.09
H 0.591 1.976 -4.897 0.084 0.138 -0.249 0.08
H -1.081 2.296 -4.420 0.145 -0.198 0.094 0.07
H -0.367 3.447 -5.458 0.608 -0.218 -0.358 0.09
H 0.162 1.841 -2.070 0.524 0.078 -0.583 0.10
H 0.582 3.360 -1.338 -0.236 0.078 0.182 0.12
H -2.209 2.548 -2.440 0.442 -0.192 -0.293 0.11
H -1.864 2.661 -0.775 0.858 -0.465 0.103 0.09
H -1.477 4.980 -0.830 0.317 0.417 -0.340 0.11
H -3.003 4.511 -1.568 0.029 0.373 0.114 0.12
H -2.462 5.434 -5.084 0.095 0.462 0.262 0.09
H -3.694 5.202 -3.799 0.060 0.279 -0.031 0.09
H -2.732 3.890 -4.419 0.050 -0.027 0.315 0.07
H -1.876 7.343 -3.579 -0.083 -0.031 0.035 0.08
H -0.826 7.050 -2.210 -0.016 -0.121 0.071 0.08
H -2.554 6.945 -1.986 -0.210 -0.234 -0.136 0.08
H 0.807 6.387 -3.984 -0.026 -0.012 -0.003 0.11
C -1.540 2.856 5.019 0.955 -0.675 -0.284 -0.03
C -2.807 3.494 4.469 -0.111 0.085 -0.449 -0.53
C -3.346 4.482 5.492 0.135 0.341 0.507 -0.04
C -2.493 4.303 3.196 0.105 -0.140 -0.086 -0.14
C -2.194 3.456 1.960 -1.270 1.481 -0.527 -0.16
C -3.338 2.489 1.673 0.397 -0.597 -0.230 -0.14
C -3.792 1.702 2.883 0.180 -0.754 0.894 -0.51
C -5.177 1.128 2.609 -0.416 -0.232 -0.547 -0.04
C -2.832 0.528 3.126 -0.113 -0.640 -0.124 -0.03
N -3.870 2.569 4.080 -0.909 0.723 -0.877 -0.10
O -4.429 1.850 5.166 0.405 0.043 0.065 -0.02
H -1.682 2.254 5.919 -0.223 0.412 0.223 0.09
H -1.049 2.148 4.342 -0.359 0.146 -0.293 0.06
H -0.766 3.616 5.157 -0.201 0.084 0.453 0.09
H -4.196 5.064 5.133 -0.097 -0.249 -0.181 0.08
H -3.617 4.013 6.439 -0.006 -0.114 -0.089 0.08
H -2.560 5.210 5.714 0.024 -0.063 0.028 0.09
H -3.345 4.946 2.955 -0.191 -0.167 0.170 0.12
H -1.667 4.999 3.369 0.087 -0.157 0.230 0.12
H -2.367 4.170 1.145 1.007 0.025 -0.145 0.09
H -1.165 3.105 1.941 -0.161 -0.520 -0.090 0.12
H -3.040 1.790 0.882 0.137 -0.258 0.283 0.11
H -4.196 2.975 1.193 0.055 0.528 0.469 0.12
H -5.186 0.670 1.614 0.227 -0.108 0.076 0.09
H -5.970 1.879 2.553 0.177 0.190 0.330 0.09
H -5.459 0.347 3.314 0.010 0.112 0.117 0.08
H -2.952 0.085 4.117 0.015 0.351 0.147 0.09
H -1.795 0.815 2.973 0.006 -0.025 -0.035 0.04
H -3.068 -0.300 2.448 0.136 0.200 -0.259 0.08
H -5.322 2.208 5.194 -0.020 -0.090 0.186 0.10
C 0.605 -1.205 3.405 -0.641 -0.293 -0.246 -0.03
C 1.653 -0.962 2.332 1.180 -0.504 0.182 -0.50
C 2.545 0.242 2.705 -0.203 0.523 0.243 -0.03
C 2.580 -2.206 2.317 0.891 0.404 0.859 -0.13
C 3.463 -2.317 1.080 -0.419 0.064 -0.321 -0.16
C 2.703 -2.052 -0.224 0.563 0.268 0.235 -0.12
C 1.750 -0.848 -0.218 -0.291 0.729 -0.240 -0.50
C 2.490 0.473 -0.486 0.305 0.304 1.343 -0.02
C 0.807 -1.077 -1.398 -0.975 -0.868 -0.252 -0.04
N 1.009 -0.867 1.029 -0.945 -1.346 0.229 -0.09
O -0.079 0.034 1.044 0.487 0.583 -0.076 -0.02
H -0.128 -0.403 3.385 0.009 -0.008 0.324 0.06
H 0.090 -2.149 3.197 -0.137 0.149 -0.198 0.09
H 1.010 -1.344 4.407 0.323 0.354 -0.068 0.09
H 3.566 0.124 2.344 -0.055 0.075 -0.203 0.07
H 2.140 1.189 2.340 -0.029 -0.075 -0.112 0.08
H 2.630 0.361 3.789 -0.087 -0.197 0.010 0.08
H 3.286 -2.053 3.146 -0.137 0.069 0.096 0.11
H 2.078 -3.116 2.653 -0.379 -0.091 -0.795 0.11
H 4.304 -1.621 1.149 -0.136 0.205 0.096 0.11
H 3.942 -3.293 1.018 -0.137 -0.093 0.091 0.08
H 2.133 -2.932 -0.523 0.046 -0.083 -0.003 0.11
H 3.463 -1.824 -0.976 -0.177 -0.308 -0.290 0.10
H 2.009 1.378 -0.099 -0.901 -0.289 -0.522 0.08
H 2.658 0.566 -1.557 0.584 0.225 0.102 0.07
H 3.354 0.528 0.187 0.644 -0.349 -0.891 0.07
H 1.352 -1.339 -2.309 0.291 0.173 0.117 0.08
H 0.091 -0.300 -1.669 0.296 0.400 0.354 0.07
H 0.173 -1.950 -1.192 0.111 -0.017 0.110 0.08
H -0.858 -0.529 0.951 -0.165 0.088 -0.283 0.06
C 4.387 -5.822 0.202 -0.312 -0.082 -0.601 -0.09
C 4.706 -6.972 -0.742 0.471 0.090 0.324 -0.32
O 4.251 -8.181 -0.148 0.063 -0.270 -0.527 -0.08
H 3.303 -5.685 0.177 0.051 0.358 0.026 0.05
H 4.919 -4.922 -0.110 -0.166 0.122 0.087 0.07
H 4.634 -6.075 1.231 0.290 -0.071 -0.071 0.08
H 5.784 -7.038 -0.924 0.013 -0.283 0.394 0.11
H 4.307 -6.843 -1.755 -0.386 0.157 0.181 0.11
H 3.318 -8.254 -0.374 -0.031 0.013 0.173 0.06
C 4.220 -1.495 -4.270 0.052 -1.149 0.447 -0.09
C 3.782 -0.090 -4.605 -0.130 0.261 0.802 -0.35
O 4.109 0.324 -5.911 -0.168 0.194 -0.192 -0.06
H 5.239 -1.778 -4.545 0.205 0.748 0.023 0.08
H 3.667 -2.335 -4.701 -0.539 0.455 -0.167 0.07
H 4.150 -1.613 -3.184 0.000 -0.098 -0.025 0.05
H 4.154 0.559 -3.799 0.643 0.212 -0.466 0.10
H 2.712 0.076 -4.436 -0.168 -0.540 -0.517 0.10
H 4.953 0.780 -5.923 0.048 -0.065 0.132 0.08
C -1.139 -1.748 -4.580 0.015 0.025 -0.040 -0.07
C -2.501 -1.962 -3.963 0.144 -0.663 -0.568 -0.30
O -2.755 -0.974 -2.962 -0.296 -0.301 -0.149 -0.09
H -0.347 -1.960 -3.861 -0.043 0.191 0.069 0.06
H -1.045 -0.728 -4.951 0.109 -0.021 0.000 0.08
H -0.995 -2.446 -5.407 -0.076 0.059 -0.059 0.08
H -2.538 -2.996 -3.592 -0.076 0.242 0.524 0.11
H -3.290 -1.939 -4.722 0.102 0.324 -0.062 0.11
H -3.709 -0.837 -2.968 0.058 0.196 0.185 0.10
C -1.287 -6.456 0.038 -0.356 0.098 -0.021 -0.09
C 0.039 -5.962 -0.503 0.481 -0.810 0.525 -0.29
O 1.075 -6.945 -0.254 -0.515 0.128 -0.349 -0.10
H -2.013 -5.641 -0.009 -0.118 -0.165 0.032 0.06
H -1.248 -6.834 1.060 0.283 0.326 0.115 0.08
H -1.670 -7.295 -0.552 0.018 0.153 -0.204 0.08
H 0.396 -5.069 0.008 -0.194 0.182 -0.123 0.10
H -0.064 -5.787 -1.576 0.168 0.196 -0.015 0.11
H 0.616 -7.790 -0.317 0.257 -0.144 0.021 0.07
C -2.481 -2.515 0.300 -0.327 -0.266 -0.471 -0.16
O -2.543 -1.200 -0.213 0.401 0.414 0.467 -0.15
H -2.018 -2.531 1.288 -0.137 0.293 0.072 0.08
H -3.502 -2.905 0.362 0.141 -0.296 0.190 0.08
H -1.872 -3.194 -0.310 -0.069 0.117 -0.159 0.06
H -2.553 -1.168 -1.186 0.150 -0.310 0.167 0.03
C 3.504 -4.177 6.422 0.352 1.030 -0.841 -0.18
O 4.051 -5.463 6.227 -0.276 -0.145 0.323 -0.11
H 2.639 -4.068 7.082 0.113 -0.528 0.236 0.08
H 4.280 -3.461 6.718 -0.080 -0.065 0.274 0.08
H 3.182 -3.814 5.442 -0.083 -0.216 0.009 0.06
H 4.529 -5.711 7.023 -0.035 -0.062 -0.019 0.07
```
Positions in Å, forces in eV/Å.